Model 1:
{
  "formula": "C4H6BBrO2",
  "method": "ωB97M-V/def2-TZVPD",
  "elements": ["B", "C", "C", "C", "C", "O", "O", "Br", "H", "H", "H", "H", "H", "H"],
  "positions_angstrom": [[0.17, -0.57, 0.70], [1.76, -0.80, 2.59], [2.87, -0.16, 2.44], [-1.36, 0.00, -0.78], [0.07, 0.55, -1.18], [-1.13, -0.66, 0.45], [0.92, 0.11, -0.17], [4.32, -0.24, 3.77], [1.46, -1.63, 3.16], [3.13, 0.41, 1.50], [-1.96, 0.83, -0.55], [-1.63, -0.75, -1.54], [0.43, -0.06, -2.14], [-0.04, 1.55, -1.15]],
  "lowdin_charge": [-0.375, -0.067, -0.667, -0.096, -0.122, 0.114, 0.077, 0.547, 0.013, 0.063, 0.112, 0.138, 0.177, 0.086],
  "lumo_energy_ev": 0.02,
  "multiplicity": 1,
  "total_charge": 0
}

---

Model 2:
{
  "formula": "C4H6BBrO2",
  "method": "ωB97M-V/def2-TZVPD",
  "elements": ["Br", "B", "O", "C", "C", "O", "H", "H", "H", "H", "C", "C", "H", "H"],
  "positions_angstrom": [[-1.45, 2.54, -1.06], [-0.06, 1.55, -0.45], [0.12, 0.46, -1.22], [1.09, -0.32, -0.59], [1.62, 0.54, 0.61], [0.70, 1.61, 0.69], [1.91, -0.64, -1.23], [0.58, -1.27, -0.20], [1.77, 0.06, 1.59], [2.60, 1.11, 0.33], [-1.98, -1.84, 0.73], [-2.51, -0.95, 0.10], [-1.52, -2.60, 1.32], [-2.87, -0.26, -0.63]],
  "lowdin_charge": [0.938, -1.276, -0.004, -0.150, -0.126, 0.038, 0.120, 0.126, 0.128, 0.151, 0.006, 0.010, 0.020, 0.018],
  "lumo_energy_ev": 0.66,
  "multiplicity": 1,
  "total_charge": 0,
  "smiles": "BrB1OCCO1.C#C"
}

---

model 2 is preferred energetically. Next in line: 69.0 kcal/mol higher.

---

Model 1:
{
  "formula": "C4H18N2O6",
  "method": "ωB97M-V/def2-TZVPD",
  "elements": ["C", "C", "C", "N", "C", "N", "H", "H", "H", "H", "H", "H", "O", "H", "H", "O", "H", "H", "O", "H", "H", "O", "H", "H", "O", "H", "H", "O", "H", "H"],
  "positions_angstrom": [[2.20, -1.03, -1.32], [0.88, -0.59, -1.68], [0.51, 0.55, -2.40], [-0.96, 0.55, -2.40], [-1.38, -0.59, -1.74], [-0.28, -1.20, -1.22], [2.52, -1.74, -2.14], [2.91, -0.16, -1.41], [2.17, -1.53, -0.31], [1.11, 1.16, -2.93], [-1.44, 1.35, -2.57], [-2.35, -1.02, -2.00], [-1.01, -0.36, 2.01], [-0.96, -1.09, 1.42], [-0.30, -0.44, 2.54], [0.93, -2.78, 0.85], [0.50, -3.67, 0.68], [0.36, -2.24, 0.17], [-1.16, 2.25, 1.21], [-2.09, 2.35, 1.33], [-1.10, 1.26, 1.51], [1.22, 2.32, 0.16], [0.46, 2.01, -0.17], [0.84, 2.70, 1.03], [1.65, 0.56, 3.06], [2.40, 0.12, 2.80], [1.51, 1.09, 2.26], [-3.36, 0.27, 0.20], [-2.89, -0.50, -0.06], [-2.91, 0.36, 1.11]],
  "lowdin_charge": [-0.051, -0.369, 0.017, 0.097, -0.157, 0.053, 0.106, 0.100, 0.073, 0.077, 0.093, 0.138, 0.015, 0.033, -0.020, -0.145, 0.062, 0.012, -0.092, 0.019, 0.037, -0.051, -0.083, 0.070, -0.005, 0.002, 0.021, -0.070, -0.035, 0.054],
  "lumo_energy_ev": 0.52,
  "multiplicity": 1,
  "total_charge": 0,
  "smiles": "Cc1c[nH]cn1.O.O.O.O.O.O"
}

---

Model 2:
{
  "formula": "C4H18N2O6",
  "method": "ωB97M-V/def2-TZVPD",
  "elements": ["C", "N", "C", "C", "O", "N", "C", "O", "H", "H", "H", "H", "H", "H", "H", "H", "H", "H", "O", "H", "H", "O", "H", "H", "O", "H", "H", "O", "H", "H"],
  "positions_angstrom": [[1.78, 0.08, -2.26], [0.95, 0.53, -1.15], [1.30, -0.19, 0.09], [0.34, 0.17, 1.20], [0.53, 1.14, 1.92], [-0.75, -0.62, 1.43], [-1.24, -1.66, 0.57], [-0.57, -2.90, 0.83], [2.83, 0.32, -2.06], [1.71, -1.01, -2.43], [1.46, 0.59, -3.17], [-0.05, 0.37, -1.34], [1.30, -1.27, -0.08], [2.30, 0.12, 0.40], [-1.35, -0.34, 2.19], [-1.09, -1.49, -0.49], [-2.32, -1.78, 0.75], [-0.39, -3.04, 1.77], [-1.87, 3.01, 0.08], [-2.09, 3.14, 1.00], [-0.89, 3.12, 0.03], [1.37, -3.54, -1.06], [0.67, -3.33, -0.40], [1.17, -4.43, -1.35], [0.84, 3.24, 0.13], [1.13, 2.65, -0.59], [0.96, 2.66, 0.91], [-2.18, 0.52, -0.98], [-2.09, 1.41, -0.55], [-2.79, 0.70, -1.71]],
  "lowdin_charge": [-0.108, -0.110, -0.124, -0.430, 0.037, 0.105, -0.230, -0.077, 0.081, 0.072, 0.081, 0.077, 0.093, 0.136, 0.145, 0.108, 0.131, 0.112, -0.071, 0.053, 0.017, -0.089, -0.009, 0.037, -0.073, 0.032, 0.024, -0.088, 0.009, 0.058],
  "lumo_energy_ev": 0.39,
  "multiplicity": 1,
  "total_charge": 0,
  "smiles": "CNCC(=O)NCO.O.O.O.O"
}

---

Model 3:
{
  "formula": "C4H18N2O6",
  "method": "ωB97M-V/def2-TZVPD",
  "elements": ["N", "C", "C", "C", "N", "C", "O", "O", "H", "H", "H", "H", "H", "H", "H", "H", "H", "H", "O", "H", "H", "O", "H", "H", "O", "H", "H", "O", "H", "H"],
  "positions_angstrom": [[0.61, 2.38, 0.66], [-0.76, 2.94, 0.37], [-1.73, 1.72, 0.17], [-1.32, 0.98, -1.11], [-0.67, -0.37, -0.93], [-1.41, -1.25, -0.21], [-0.99, -2.28, 0.30], [-2.73, -0.92, -0.23], [0.99, 1.70, -0.02], [0.46, 1.81, 1.46], [-0.67, 3.61, -0.47], [-1.04, 3.54, 1.22], [-1.62, 1.26, 1.14], [-2.79, 2.13, 0.22], [-0.59, 1.49, -1.76], [-2.28, 0.76, -1.64], [0.32, -0.38, -0.70], [-3.18, -1.61, 0.35], [1.82, -1.70, 1.17], [1.10, -2.34, 0.81], [1.49, -1.59, 2.08], [2.74, 0.12, -3.42], [2.69, -0.85, -3.32], [2.11, 0.37, -2.70], [-0.26, -0.91, 3.41], [-0.07, -0.93, 4.34], [-1.06, -1.42, 3.32], [3.02, -0.30, -0.81], [3.81, 0.21, -0.84], [2.66, -0.74, -0.05]],
  "lowdin_charge": [0.000, -0.252, -0.181, -0.160, 0.098, -0.609, 0.051, 0.073, 0.043, 0.039, 0.096, 0.095, 0.091, 0.126, 0.123, 0.122, 0.105, 0.169, -0.096, 0.082, 0.037, -0.098, 0.035, 0.015, -0.030, 0.035, 0.036, -0.057, 0.041, -0.029],
  "lumo_energy_ev": 0.08,
  "multiplicity": 1,
  "total_charge": 0,
  "smiles": "NCCCNC(=O)O.O.O.O.O"
}

---

model 2 is preferred energetically. Next in line: 17.5 kcal/mol higher.

---

Model 1:
{
  "formula": "C3H6P2",
  "method": "ωB97M-V/def2-TZVPD",
  "elements": ["H", "P", "C", "C", "P", "C", "H", "H", "H", "H", "H"],
  "positions_angstrom": [[-1.66, 2.18, -0.65], [-2.24, 0.90, -0.41], [-0.81, 0.17, 0.29], [0.39, 1.05, 0.45], [-0.70, -1.61, 0.50], [0.69, -2.02, -0.31], [0.61, 1.23, -0.59], [1.23, 0.55, 0.89], [0.12, 1.90, 1.02], [1.14, -3.04, -0.28], [1.23, -1.31, -0.92]],
  "lowdin_charge": [-0.144, 0.767, -0.964, -0.238, 0.789, -0.379, 0.065, 0.054, 0.052, 0.003, -0.005],
  "lumo_energy_ev": -0.65,
  "multiplicity": 1,
  "total_charge": 0,
  "smiles": "[H]/P=C(\\C)P=C"
}

---

Model 2:
{
  "formula": "C3H6P2",
  "method": "ωB97M-V/def2-TZVPD",
  "elements": ["P", "C", "C", "C", "P", "H", "H", "H", "H", "H", "H"],
  "positions_angstrom": [[-1.78, -2.31, -0.31], [-0.95, -0.74, -0.27], [0.09, 0.00, -0.44], [1.14, 0.99, -0.36], [1.56, 1.72, 1.34], [-2.06, -2.66, -1.68], [-2.97, -1.76, -0.26], [2.12, 0.61, -0.67], [0.83, 1.89, -1.08], [1.77, 0.44, 1.82], [0.25, 1.81, 1.93]],
  "lowdin_charge": [0.727, -0.384, -0.213, -0.548, 0.764, -0.104, -0.178, 0.052, 0.113, -0.124, -0.105],
  "lumo_energy_ev": 0.63,
  "multiplicity": 1,
  "total_charge": 0,
  "smiles": "PC#CCP"
}

---

model 1 is preferred energetically. Next in line: 20.5 kcal/mol higher.

---

Model 1:
{
  "formula": "F3H3SSi2",
  "method": "ωB97M-V/def2-TZVPD",
  "elements": ["F", "Si", "Si", "F", "F", "S", "H", "H", "H"],
  "positions_angstrom": [[1.79, -0.42, 1.86], [1.60, -0.50, 0.24], [-0.54, 0.43, -0.22], [-1.07, 1.57, 0.74], [-0.10, 1.35, -1.46], [-2.53, -0.48, -1.00], [1.35, -2.09, -0.09], [2.79, 0.40, -0.16], [-3.30, -0.25, 0.08]],
  "lowdin_charge": [-0.315, 0.526, 0.077, -0.176, -0.216, 0.375, -0.024, -0.024, -0.222],
  "lumo_energy_ev": -0.57,
  "multiplicity": 1,
  "total_charge": 0,
  "smiles": "F[SiH2][Si](F)(F)S"
}

---

Model 2:
{
  "formula": "F3H3SSi2",
  "method": "ωB97M-V/def2-TZVPD",
  "elements": ["F", "Si", "F", "F", "Si", "S", "H", "H", "H"],
  "positions_angstrom": [[2.50, 0.34, 0.74], [1.28, -0.39, 0.05], [1.75, -0.82, -1.41], [1.34, -1.86, 0.82], [-0.68, 0.75, 0.29], [-2.38, -0.46, -0.22], [-0.72, 0.58, 1.73], [-0.54, 1.88, -0.63], [-2.56, -0.02, -1.37]],
  "lowdin_charge": [-0.105, 0.153, -0.125, -0.169, 0.271, 0.416, -0.080, -0.074, -0.286],
  "lumo_energy_ev": 0.04,
  "multiplicity": 1,
  "total_charge": 0,
  "smiles": "F[Si](F)(F)[SiH2]S"
}

---

model 2 is preferred energetically. Next in line: 17.2 kcal/mol higher.